# 1
Computed, not measured: a structure of composition C22H28FN8NiSSi in a non-equilibrium geometry, with ωB97M-V/def2-TZVPD.

LUMO (spin up / spin down) = -2.97 / -3.11 eV
Net charge = +1
2S+1 = 3

The geometry in XYZ format:
```
62
Properties=species:S:1:pos:R:3:forces:R:3:lowdin_charge:R:1
Ni 0.04927 0.22673 -0.00065 0.340 -2.249 -1.206 0.4580
N -0.55644 0.13403 3.06457 0.460 0.255 0.767 0.1142
C 0.79796 -0.21467 2.84652 1.551 0.125 0.090 -0.2378
C 1.73883 -0.06683 3.92141 -0.997 -0.249 -1.559 -0.0007
C 3.03694 -0.52600 3.74188 0.564 -0.833 -1.666 -0.0361
C 3.36522 -1.15615 2.50452 -1.430 0.297 -0.027 -0.0072
C 2.39320 -1.13728 1.47328 2.104 0.112 2.923 -0.1067
N 1.20649 -0.61048 1.60190 -2.531 1.350 2.017 0.0569
C -1.63465 -0.35130 2.34076 -0.481 0.670 -2.790 -0.2774
C -2.94355 -0.14066 2.77631 0.387 -1.097 0.404 -0.0194
C -3.99283 -0.68544 2.02945 0.889 0.549 -1.010 -0.0236
C -3.73951 -1.25708 0.77269 1.465 0.125 1.499 -0.0214
C -2.40972 -1.34764 0.36645 -0.644 0.474 0.635 -0.1182
N -1.41092 -0.77741 1.02830 -0.172 -0.096 2.765 0.0369
H -0.79842 0.45176 4.03097 0.512 -0.565 -1.357 0.1658
H 1.35074 0.44376 4.77957 0.271 -0.048 0.673 0.1044
H 3.86552 -0.48947 4.44770 -0.647 0.291 0.337 0.1177
H 4.30904 -1.67911 2.32389 -0.334 0.426 0.192 0.1171
H 2.57628 -1.61674 0.58553 0.635 -0.756 -2.344 0.0868
H -3.08716 0.30107 3.76121 -0.237 -0.149 -0.166 0.1162
H -4.97846 -0.57448 2.40922 -0.758 -0.018 0.131 0.1073
H -4.45489 -1.65566 0.12029 -1.194 -0.500 -0.447 0.0978
H -2.08832 -1.86775 -0.50567 0.000 0.021 -0.880 0.0979
C -1.00559 -1.62892 -4.48509 1.453 1.003 -1.019 -0.1653
Si -1.11297 -0.27824 -3.12554 0.099 -1.129 -0.154 0.3706
C -2.90961 -0.15961 -2.65192 -1.482 -0.025 0.555 -0.2132
C -0.83257 1.50300 -3.63816 0.270 -0.477 -0.339 -0.1740
N -0.09393 -0.76082 -1.80376 -2.400 1.716 0.778 -0.1714
C 1.02888 -1.40546 -2.12900 2.786 -3.068 -0.442 -0.3855
C 2.08843 -0.89733 -2.96569 -0.925 -2.105 1.428 -0.0660
C 3.23383 -1.65256 -3.19976 0.470 0.688 -0.268 -0.1026
C 3.40525 -2.89672 -2.63182 0.372 -0.283 0.031 -0.1095
C 2.42144 -3.46911 -1.83050 -0.757 0.516 0.336 -0.0393
C 1.23094 -2.79690 -1.63281 0.649 2.428 -0.140 -0.1967
F 0.33915 -3.32540 -0.72991 0.232 0.468 -0.692 0.0179
H 0.05826 -1.68001 -4.97765 -2.053 0.175 0.771 0.0657
H -1.77167 -1.37981 -5.25935 0.678 -0.237 0.341 0.0334
H -1.21875 -2.63074 -4.11711 -0.055 0.024 0.231 0.0211
H -3.46829 -1.11111 -2.46405 0.550 0.579 -0.268 0.0367
H -3.43154 0.36321 -3.51576 0.461 -0.453 1.179 0.0581
H -3.03259 0.43054 -1.69219 -0.021 -0.223 -1.101 0.0254
H -1.77478 1.99560 -3.48649 -0.457 0.509 0.295 0.0055
H -0.66473 1.59710 -4.71388 0.557 0.192 0.154 0.0390
H -0.06430 1.94491 -2.99492 0.045 0.170 -0.526 -0.0113
H 1.99234 0.05322 -3.40698 -0.226 1.163 -0.366 0.0822
H 4.06017 -1.19480 -3.77909 -0.650 -0.453 0.289 0.1163
H 4.34378 -3.41070 -2.77835 0.021 -0.121 0.012 0.0999
H 2.56096 -4.35647 -1.23445 0.194 -0.410 -0.296 0.1144
C -0.98848 3.76831 3.23950 0.403 -0.580 0.096 0.0157
C 0.20806 3.28636 2.47987 1.488 0.690 -0.724 -0.2964
N 1.47686 3.56284 2.75315 -1.466 -0.748 0.352 0.1347
N 2.20322 3.06603 1.70716 0.957 0.262 0.164 0.0511
C 1.45609 2.60600 0.71027 -0.813 -1.204 0.332 -0.7049
S 1.75736 1.69838 -0.68032 0.797 0.584 -0.012 0.7815
N 0.16897 2.76277 1.19502 -0.525 -0.346 0.342 -0.0555
N -0.84162 1.96710 0.55790 -0.615 1.689 -0.705 0.0713
H -1.92067 3.63625 2.68857 0.196 0.383 -0.164 0.0835
H -0.75905 4.78935 3.49599 -0.415 0.528 -0.085 0.0923
H -1.14191 3.26498 4.18861 0.271 -0.311 0.114 0.0816
H 3.22169 2.90204 1.82801 -1.179 0.514 -0.350 0.1926
H -1.03594 2.45612 -0.33634 0.304 -0.364 0.251 0.1377
H -1.78131 1.97743 0.99670 1.032 0.123 0.617 0.1352
```
Forces are in eV/Å.

---

# 2
Computed, not measured: a structure of composition C3H8F9O13PtS3 in a non-equilibrium geometry, with ωB97M-V/def2-TZVPD.

LUMO (spin up / spin down) = -1.13 / -5.00 eV
Net charge = 0
2S+1 = 4

The geometry in XYZ format:
```
37
Properties=species:S:1:pos:R:3:forces:R:3:lowdin_charge:R:1
Pt 0.05164 -0.04874 0.97826 0.800 0.469 1.483 1.3289
C 3.05491 -3.28584 -1.40162 -1.896 -0.609 0.525 -0.6583
F 3.11970 -4.49324 -1.91212 -0.266 -0.914 -0.384 0.1453
F 3.76051 -3.34688 -0.26410 0.112 1.005 -0.047 0.1198
F 3.54700 -2.47192 -2.31014 0.437 0.847 0.533 0.1560
S 1.12533 -2.92663 -1.13519 -2.910 -2.321 -1.093 0.6199
O 0.88732 -1.68586 -0.32499 1.297 -1.825 -1.095 -0.4870
O 0.71428 -2.78515 -2.54552 0.971 0.257 1.927 -0.3317
O 0.50925 -4.16497 -0.50556 2.241 3.107 -0.685 -0.3649
C 1.55156 4.14741 0.09609 -0.848 0.660 -2.190 -0.7020
F 1.66481 5.41002 -0.27444 -1.078 1.070 -1.124 0.1449
F 2.57176 3.55240 -0.51661 0.268 -1.447 -0.219 0.1278
F 1.76405 4.19470 1.35351 0.105 -1.235 3.134 0.1806
S -0.18487 3.33890 -0.33880 -3.544 2.603 0.226 0.5870
O -1.19322 4.14854 0.43099 2.895 -1.962 -0.496 -0.3422
O -0.47900 3.46206 -1.75594 1.640 -0.420 0.850 -0.2986
O -0.04919 1.93876 0.13035 0.612 1.063 -0.267 -0.4732
C -3.84666 -0.32757 -1.74331 2.901 1.616 -0.213 -0.6904
F -4.50473 -0.37830 -2.87397 -0.494 0.960 0.141 0.1983
F -4.09293 0.65938 -0.86735 -0.898 0.527 -1.098 0.1436
F -4.03206 -1.40617 -1.09603 -0.458 -2.841 1.192 0.2033
S -1.95310 -0.13757 -2.06753 -0.072 -0.811 0.600 0.6685
O -1.38596 -0.29498 -0.72447 -1.854 -0.623 -3.086 -0.3665
O -1.61570 -1.18258 -3.08285 -0.244 1.575 1.188 -0.0950
O -1.68992 1.19458 -2.60903 -0.231 -0.791 -0.462 -0.1001
O 0.04770 1.15253 2.93806 -0.172 0.359 0.211 -0.0781
H -0.70946 1.70740 3.12525 -0.276 0.445 -0.233 0.0774
H 0.46322 1.01818 3.78983 0.333 -0.338 0.157 0.0792
O 0.32080 -1.66613 2.45723 0.041 -0.403 0.893 -0.0947
H -0.50947 -2.04178 2.75008 -0.427 -0.002 0.087 0.0665
H 0.93662 -2.39862 2.47917 0.461 -0.302 -0.523 0.0897
O 2.15147 0.23002 0.87753 1.470 0.475 -0.158 -0.1002
H 2.40470 0.78842 0.14249 -0.056 0.294 -0.530 0.0780
H 2.92981 0.19786 1.43376 0.031 -0.159 0.534 0.0979
O -2.07807 -0.56333 1.76471 -0.561 -0.485 0.529 -0.0882
H -2.44448 -1.33758 1.33749 -0.154 -0.283 -0.480 0.0710
H -2.80760 -0.19733 2.26479 -0.177 0.440 0.178 0.0876
```
Forces are in eV/Å.

---

# 3
Computed, not measured: a cluster of 2 separate species, C6H12N2 in total in a non-equilibrium geometry, with ωB97M-V/def2-TZVPD.

LUMO = 0.90 eV
Net charge = 0
Energy relative to the best compared isomer or geometry (same formula, charge and spin) = 55.7 kJ/mol
SMILES = Cc1c[nH]cn1.CC

The geometry in XYZ format:
```
20
Properties=species:S:1:pos:R:3:forces:R:3:lowdin_charge:R:1
C 0.25837 -1.04340 1.98460 0.282 -1.329 -0.235 -0.0569
C -0.63560 -0.23314 1.14022 -0.255 2.684 0.826 -0.3905
C -0.67647 1.15796 1.18741 -0.216 -1.085 0.329 -0.0690
N -1.86697 1.51776 0.59745 0.506 -0.681 -1.054 0.0517
C -2.39176 0.36718 0.08001 -0.726 -0.140 0.901 -0.2079
N -1.74218 -0.68944 0.48661 0.520 -0.475 -0.733 0.0920
H 1.06109 -1.51669 1.41381 -0.120 -0.244 0.038 0.0594
H -0.38730 -1.82620 2.39725 0.397 -0.094 0.116 0.0846
H 0.75109 -0.52427 2.80445 -0.291 0.335 -0.080 0.0785
H 0.05739 1.84353 1.57592 -0.290 0.165 0.169 0.1133
H -2.34631 2.39082 0.65260 0.133 0.430 -0.281 0.1374
H -3.29693 0.29191 -0.50449 -0.043 0.373 0.154 0.1138
C 0.96206 -0.50430 -2.31192 0.445 1.928 0.143 -0.1440
C 1.89303 -0.04168 -1.16393 -1.495 0.602 0.174 -0.1554
H -0.09038 -0.46860 -2.03110 0.068 -0.242 0.309 0.0467
H 1.06541 0.30653 -3.04612 -0.088 -0.604 -0.487 0.0600
H 1.19495 -1.46564 -2.73785 0.202 -0.263 -0.104 0.0540
H 2.94417 0.00755 -1.41024 0.256 -0.659 0.069 0.0597
H 1.59572 -0.55547 -0.26483 0.851 -0.697 0.284 0.0128
H 1.65063 0.98561 -0.84984 -0.135 -0.005 -0.538 0.0597
```
Forces are in eV/Å.

---

# 4
Computed, not measured: an isolated molecule of C5H10 in a non-equilibrium geometry, with ωB97M-V/def2-TZVPD.

LUMO = 1.26 eV
Net charge = 0
Energy relative to the best compared isomer or geometry (same formula, charge and spin) = 187.3 kJ/mol
SMILES = C=CCCC

The geometry in XYZ format:
```
15
Properties=species:S:1:pos:R:3:forces:R:3:lowdin_charge:R:1
C 0.06421 1.84189 -1.46321 -1.103 -2.143 0.838 -0.0049
C 0.68482 0.68456 -1.06123 -4.602 0.627 -1.864 -0.1707
C -0.08274 -0.55376 -0.46390 3.388 2.624 -0.160 -0.2058
C 0.30700 -0.42323 1.03007 -0.959 -1.367 -0.938 -0.2739
C -0.78141 -1.21558 1.68940 0.808 -3.682 0.338 -0.1445
H -1.07807 1.96318 -1.36777 1.923 -0.221 0.291 0.0807
H 0.52280 2.64143 -2.00961 0.532 0.168 -0.046 0.0270
H 1.58342 0.37512 -1.47366 2.282 0.221 -0.170 0.0638
H -1.13661 -0.54388 -0.62933 -0.646 0.184 -0.096 0.0889
H 0.38976 -1.43326 -0.89920 -0.343 -0.200 0.015 0.1051
H 0.35103 0.61955 1.26715 -0.156 0.525 0.501 0.0893
H 1.30144 -0.87256 1.20684 -0.459 0.263 0.005 0.1197
H -0.70023 -1.34055 2.74380 -0.236 0.582 1.132 0.0468
H -1.80717 -1.07435 1.36835 -0.005 0.637 0.077 0.0663
H -0.57766 -2.33792 1.40663 -0.423 1.782 0.077 0.1121
```
Forces are in eV/Å.

---

# 5
Computed, not measured: a structure of composition C18H34BBrF9GaN3O5 in a non-equilibrium geometry, with ωB97M-V/def2-TZVPD.

LUMO = 2.46 eV
Net charge = -1

The geometry in XYZ format:
```
72
Properties=species:S:1:pos:R:3:forces:R:3:lowdin_charge:R:1
C 1.88203 -1.08642 0.03043 1.375 -0.800 -0.186 -0.2073
C 2.32962 -0.18317 -1.20809 -1.952 -0.481 0.020 -0.7527
Br 4.16268 0.54166 -0.82045 -0.365 -0.440 -0.174 0.5284
C 1.35188 1.05249 -1.52434 0.419 -0.368 -0.850 -0.3261
Ga 0.08373 1.58763 0.02781 0.107 -0.057 -0.812 0.4487
C -1.57924 2.66174 -0.68206 0.284 -0.222 0.134 -0.2609
C -2.83033 2.21208 0.21821 0.071 1.215 -0.251 -0.1752
C -3.95296 1.38367 -0.53748 0.697 2.245 -0.351 -0.3090
F -4.10659 1.94948 -1.84265 -0.048 -1.237 2.143 0.0327
F -5.20366 1.62182 0.10996 1.673 -1.201 -1.035 0.0293
C -3.64926 -0.15949 -0.77298 1.034 0.561 -1.676 -0.2332
F -4.50754 -0.60217 -1.80756 1.174 0.138 2.314 0.0787
F -2.34453 -0.28651 -1.30680 -2.635 0.316 1.125 0.0780
C -3.68484 -1.07963 0.52416 0.730 -1.719 0.116 -0.2315
F -3.33599 -2.38746 0.08603 -0.804 2.351 0.604 0.0824
F -2.76216 -0.75235 1.50783 -1.894 -0.205 -1.941 0.1049
C -5.10353 -1.22383 1.23470 -1.456 -1.232 1.907 -0.3577
F -5.33721 -0.27030 2.23699 0.557 -1.695 -2.420 0.1010
F -6.19081 -1.27069 0.37815 2.219 0.404 1.472 0.1259
F -5.09061 -2.46539 1.91481 -0.053 2.361 -1.271 0.0837
B 1.02152 2.49484 1.64862 0.606 0.390 1.583 -0.5715
O 0.78750 1.91505 2.97752 0.108 0.879 -1.784 -0.0228
O 1.88138 3.65015 1.61526 -1.383 -1.303 1.402 0.0047
H 0.80600 -1.45212 -0.03771 1.365 0.924 0.037 0.0571
H 2.12491 -0.59569 1.03168 -0.737 -0.477 -1.327 0.0686
H 2.53308 -2.03360 -0.01367 -0.771 1.261 0.122 0.0612
H 2.37765 -0.88017 -2.11372 0.561 1.394 1.695 0.0502
H 1.94743 1.93874 -1.94912 -0.760 -1.309 0.605 0.0387
H 0.67369 0.70296 -2.38204 0.917 0.385 1.047 0.0373
H -0.54674 0.19590 0.58753 -0.147 0.227 0.132 -0.0138
H -1.37927 3.77723 -0.53471 -0.541 -1.473 -0.423 0.0497
H -1.65783 2.39562 -1.77992 -0.296 0.550 1.270 0.0435
H -2.42203 1.72148 1.15513 -0.927 0.085 -1.132 0.0871
H -3.34000 3.18040 0.56947 0.286 -1.550 -0.503 0.1216
H 0.09959 1.22928 2.87222 0.586 0.469 -0.007 0.0421
H 1.93157 3.94667 2.55258 0.275 -0.170 -0.710 0.0766
C -3.68852 1.42238 6.41784 0.071 -0.140 0.132 -0.0149
C -3.66204 2.43890 5.30770 0.535 0.311 -0.475 -0.5562
O -2.62044 2.79844 4.78265 -0.224 -0.127 0.235 0.0417
N -4.84936 2.96092 4.89046 0.119 -0.161 0.254 0.0014
C -6.17951 2.66784 5.37912 0.107 0.341 -0.440 -0.0859
H -2.67006 1.10166 6.63677 -0.091 0.140 -0.154 0.0847
H -4.11365 1.86340 7.32210 -0.111 -0.147 -0.015 0.0800
H -4.26791 0.54806 6.11390 -0.078 0.041 0.151 0.0821
H -4.75009 3.63414 4.14408 -0.012 -0.111 0.043 0.1401
H -6.77655 2.29030 4.54613 -0.202 -0.082 0.193 0.0806
H -6.62439 3.59617 5.74474 -0.223 -0.156 0.123 0.0781
H -6.16941 1.93166 6.17964 0.089 0.065 -0.088 0.0713
C 2.45182 -0.35596 -6.12148 0.169 0.112 -0.055 -0.0065
C 1.53977 -0.93237 -5.07212 -0.029 -0.056 0.692 -0.5161
O 1.78263 -0.83733 -3.87953 -0.099 -0.194 -1.157 0.0180
N 0.41309 -1.57567 -5.48652 0.263 0.122 -0.093 0.0079
C -0.04948 -1.79265 -6.84010 -0.274 -0.153 0.470 -0.0870
H 3.30206 0.12303 -5.63570 -0.189 -0.100 0.085 0.0879
H 2.82718 -1.14971 -6.77108 -0.072 0.107 -0.126 0.0807
H 1.92142 0.39613 -6.70930 0.061 -0.103 -0.126 0.0832
H -0.14639 -1.93346 -4.72505 0.041 0.071 -0.071 0.1451
H -1.03542 -1.33444 -6.94438 0.018 -0.044 -0.291 0.0813
H -0.13723 -2.86883 -7.00562 -0.040 0.049 -0.291 0.0789
H 0.62694 -1.36708 -7.57790 -0.012 -0.011 0.139 0.0706
C 7.00677 -2.93615 -1.41379 0.065 0.047 -0.181 -0.0168
C 6.15746 -3.35047 -0.24296 -0.817 -0.141 0.061 -0.5560
O 4.99199 -3.69265 -0.37536 0.367 -0.037 -0.054 0.0263
N 6.72387 -3.33734 0.99592 0.098 -0.038 -0.316 0.0004
C 8.07446 -2.96850 1.36056 -0.414 -0.133 0.370 -0.0872
H 6.41701 -2.99810 -2.32820 -0.059 -0.003 0.230 0.0845
H 7.34077 -1.90422 -1.28857 0.105 -0.073 -0.036 0.0825
H 7.86550 -3.60446 -1.51118 0.094 0.145 0.018 0.0783
H 6.09153 -3.62699 1.72793 0.048 0.099 -0.079 0.1398
H 8.54547 -3.82497 1.84877 0.268 0.133 -0.013 0.0767
H 8.02524 -2.13768 2.06774 0.290 0.041 -0.044 0.0822
H 8.66637 -2.67388 0.49707 -0.136 -0.034 0.032 0.0716
```
Forces are in eV/Å.